Molecular formula: C35H72N10O12S
Method: DFT, ωB97M-V/def2-TZVPD

## Properties
SMILES: CC(C)C[C@@H]1OC(=O)O[C@@H]1CCSc1nnco1.CN(C)C=O.CN(C)C=O.CN(C)C=O.CN(C)C=O.CN(C)C=O.CN(C)C=O.CN(C)C=O.CN(C)C=O
Energy, Eh: -3225.41533
Orbital gap, Eh: 0.3391

```
130
Properties=species:S:1:pos:R:3:forces:R:3:lowdin_charge:R:1
C 4.3496 -4.3317 -1.0379 0.5084 0.5751 -0.4034 -0.051
C 5.3000 -3.2658 -1.6477 -0.2083 -0.2904 0.2180 -0.384
C 5.8336 -3.6975 -3.0137 0.3248 -0.0502 0.4108 -0.076
C 4.6889 -1.8461 -1.5987 -0.0346 -0.6480 -0.2277 -0.082
C 4.1335 -1.3387 -2.9225 0.2761 0.5535 -0.3664 -0.190
O 5.2569 -0.7048 -3.6185 -0.1066 0.3176 -0.5443 0.061
C 5.2057 0.6269 -3.3824 0.5810 0.0894 -0.2157 -0.552
O 5.9020 1.4363 -3.9418 -0.5506 -0.6954 0.9137 0.133
O 4.2267 0.8727 -2.4701 0.2409 0.4862 -0.8974 0.056
C 3.2132 -0.1305 -2.8322 0.5024 0.7322 1.4326 -0.207
C 2.1369 -0.0711 -1.7657 -0.7861 -0.1046 -0.3006 -0.155
C 0.7015 0.0399 -2.3436 0.7104 -0.0321 -0.1743 -0.433
S -0.5253 -0.8422 -1.3513 -0.6035 0.3488 -0.0692 1.013
C -0.7918 -2.3535 -2.1806 0.6097 1.0904 -0.3861 -0.704
N -0.9023 -3.4460 -1.5607 0.0081 -1.3995 1.0792 0.045
N -1.0975 -4.4334 -2.5201 -0.1891 -0.7337 1.1645 0.064
C -1.0784 -3.8402 -3.6304 -0.1654 -0.1997 -0.8471 -0.213
O -0.9087 -2.5126 -3.5256 0.2107 0.8835 -0.4416 0.049
H 3.3141 -4.0009 -1.0623 -0.1940 -0.2020 -0.1244 0.069
H 4.6319 -4.4894 -0.0024 -0.1592 -0.1216 0.1860 0.076
H 4.4815 -5.2590 -1.5875 -0.2832 -0.2281 0.1099 0.068
H 6.1606 -3.2434 -0.9828 0.1403 0.1162 0.0194 0.125
H 6.6899 -3.0903 -3.2997 -0.1092 0.2311 -0.2512 0.081
H 6.2193 -4.7102 -2.9141 -0.0541 -0.1495 -0.0923 0.077
H 5.0846 -3.6992 -3.8016 -0.0350 0.0098 -0.1069 0.074
H 3.9235 -1.8367 -0.8274 -0.0028 0.0883 0.1071 0.110
H 5.4753 -1.1602 -1.3022 -0.0807 0.2668 0.1194 0.132
H 3.7446 -2.0654 -3.6286 -0.0241 -0.3438 0.2370 0.158
H 2.8744 0.2429 -3.8003 -0.3737 -0.5971 -0.1999 0.164
H 2.3217 0.8220 -1.1781 0.1154 0.0116 0.2031 0.127
H 2.1555 -0.9181 -1.0874 0.2414 -0.1090 -0.0210 0.094
H 0.6904 -0.2754 -3.3847 -0.2772 -0.2375 -0.0068 0.080
H 0.4128 1.0861 -2.3423 -0.2832 0.0472 0.0257 0.079
H -1.1874 -4.3319 -4.5767 0.0346 0.3179 -0.3659 0.133
C -2.0116 0.9313 1.7010 0.1332 -0.1236 -0.0212 -0.369
O -1.2572 1.7116 1.1292 -0.1290 -0.0188 -0.0966 -0.046
N -3.3222 1.1070 1.8644 -0.0015 -0.0715 0.0754 -0.175
C -4.1580 0.1346 2.5543 -0.1389 0.2722 -0.2331 -0.041
C -3.9414 2.3126 1.3340 0.3645 -0.3589 -0.2225 -0.039
H -1.6432 -0.0121 2.1390 -0.0115 -0.0060 -0.0022 0.135
H -4.9386 -0.2332 1.8839 0.2314 0.0573 0.2544 0.056
H -4.6248 0.6110 3.4201 -0.0103 -0.0820 0.0288 0.094
H -3.5561 -0.7077 2.8916 0.0512 0.0224 -0.0343 0.087
H -3.7788 2.3563 0.2547 -0.0165 0.0749 0.0172 0.101
H -3.4774 3.1830 1.7898 -0.0303 0.0637 0.0014 0.074
H -5.0008 2.3125 1.5448 -0.0343 -0.0366 0.0892 0.076
C 3.9273 6.6362 -4.3810 -0.0624 0.0214 -0.0619 -0.366
O 3.9510 7.8436 -4.2402 0.0357 0.0437 0.0527 0.006
N 4.6320 5.7610 -3.6415 -0.0888 -0.1563 -0.0780 -0.199
C 4.5613 4.3263 -3.8575 0.1797 0.2591 0.2111 -0.059
C 5.4931 6.2736 -2.5904 -0.1134 0.1382 -0.1226 -0.042
H 3.3056 6.1475 -5.1513 0.0119 -0.0324 0.0077 0.130
H 4.2052 3.8369 -2.9488 0.0267 -0.1517 -0.0737 0.086
H 5.5489 3.9393 -4.1034 -0.0645 -0.1547 0.0036 0.079
H 3.8780 4.0993 -4.6740 -0.0088 0.0632 -0.0136 0.083
H 4.9004 6.8377 -1.8691 0.0754 0.0267 0.0385 0.091
H 6.2390 6.9446 -3.0178 0.0266 0.0197 0.0846 0.092
H 5.9909 5.4485 -2.0874 -0.0267 -0.0508 -0.0446 0.086
C 3.1596 1.9158 3.8955 0.1021 -0.0294 -0.1053 -0.364
O 3.8811 1.1787 4.5467 0.0850 -0.0201 0.0350 -0.010
N 1.8220 1.8575 3.8703 -0.0020 0.2301 -0.0214 -0.192
C 1.0232 2.7516 3.0465 -0.0619 -0.3336 0.1572 -0.046
C 1.1510 0.8594 4.6846 0.2153 -0.0136 -0.0075 -0.037
H 3.5676 2.7035 3.2387 -0.0263 0.0325 0.0164 0.131
H 0.3466 3.3296 3.6803 -0.0158 0.0623 -0.0823 0.093
H 0.4387 2.1597 2.3437 -0.0679 0.2326 -0.0711 0.055
H 1.6641 3.4361 2.4940 0.0689 -0.0241 0.0502 0.084
H 1.4006 1.0108 5.7355 -0.0444 -0.0738 0.0156 0.092
H 1.4831 -0.1383 4.3952 -0.0484 -0.0322 0.0641 0.094
H 0.0751 0.9387 4.5500 0.0049 0.0559 -0.0507 0.081
C -5.1034 5.3342 1.8937 -0.0167 -0.0578 -0.0436 -0.352
O -5.7574 4.3803 2.2710 -0.1964 0.2771 0.1173 0.005
N -5.3551 6.6140 2.2193 0.0951 0.1520 -0.0525 -0.197
C -4.5363 7.7090 1.7362 -0.2192 -0.0285 0.1605 -0.055
C -6.4868 6.9032 3.0844 0.0343 -0.2156 -0.0524 -0.040
H -4.2258 5.2221 1.2341 0.0114 0.0283 -0.0072 0.131
H -4.0985 8.2449 2.5806 0.0580 0.0647 -0.0717 0.090
H -5.1486 8.4009 1.1547 0.0920 0.0591 -0.0256 0.090
H -3.7352 7.3311 1.1048 -0.0122 -0.0473 0.0041 0.084
H -6.3629 6.3900 4.0384 -0.0774 0.0290 0.0213 0.093
H -7.4066 6.5453 2.6211 -0.0405 0.0234 0.0712 0.093
H -6.5573 7.9745 3.2537 0.0532 0.0152 -0.0372 0.085
C -7.1862 -2.2671 1.9833 0.0766 -0.0570 -0.0112 -0.337
O -6.4371 -1.4853 1.4205 -0.2630 -0.1422 -0.0899 -0.013
N -8.5027 -2.0825 2.1483 -0.0738 -0.1290 0.0980 -0.192
C -9.3441 -3.0540 2.8292 -0.0056 0.3314 -0.1709 -0.062
C -9.1067 -0.8678 1.6267 0.2127 -0.0195 -0.0315 -0.036
H -6.8247 -3.2160 2.4132 -0.0103 -0.0076 -0.0018 0.136
H -10.1222 -3.4097 2.1557 -0.0598 -0.0794 0.1128 0.083
H -9.8117 -2.5894 3.6977 -0.0843 -0.1413 0.0293 0.094
H -8.7496 -3.9024 3.1597 0.0403 0.0123 -0.0228 0.072
H -8.9477 -0.8095 0.5494 -0.0348 0.0770 0.0034 0.093
H -8.6416 0.0042 2.0880 -0.0488 0.0494 -0.0534 0.093
H -10.1725 -0.8669 1.8385 0.0007 -0.0649 0.0336 0.087
C -11.5140 -6.2367 3.5477 -0.1150 0.0046 -0.0878 -0.345
O -11.5099 -5.0267 3.6742 0.0756 0.0137 0.0552 0.004
N -10.7824 -7.0881 4.2889 0.0121 -0.1620 -0.0241 -0.198
C -10.8308 -8.5238 4.0895 0.1343 0.1683 0.1688 -0.057
C -9.9168 -6.5459 5.3232 -0.1451 0.1438 -0.1172 -0.035
H -12.1370 -6.7454 2.7931 0.0072 -0.0216 0.0099 0.135
H -11.1665 -9.0138 5.0054 -0.0009 -0.0979 -0.0535 0.090
H -9.8376 -8.8956 3.8306 -0.0432 -0.1021 -0.0157 0.090
H -11.5201 -8.7698 3.2849 -0.0135 0.0471 -0.0103 0.083
H -10.5106 -5.9844 6.0450 0.0750 0.0230 0.0379 0.095
H -9.1889 -5.8669 4.8781 0.0364 0.0109 0.0843 0.082
H -9.3966 -7.3542 5.8301 -0.0217 -0.0454 -0.0371 0.087
C 4.1510 -1.6474 -8.0349 -0.0749 -0.0026 -0.0199 -0.369
O 4.1816 -2.7936 -8.4385 0.0423 -0.0577 0.0129 0.007
N 5.2108 -0.9677 -7.5618 -0.1106 0.1380 0.0079 -0.193
C 5.1048 0.4006 -7.0903 0.2383 -0.2376 0.0156 -0.046
C 6.5036 -1.6300 -7.5208 -0.1630 -0.1166 -0.0709 -0.036
H 3.2189 -1.0548 -8.0226 0.0157 0.0325 0.0059 0.129
H 5.7589 1.0435 -7.6829 -0.0586 0.1177 0.0660 0.094
H 5.4092 0.4465 -6.0459 0.0253 0.1823 -0.0294 0.059
H 4.0796 0.7565 -7.1816 -0.0168 -0.0577 -0.0559 0.084
H 6.7939 -1.9353 -8.5268 0.0615 -0.0391 0.0339 0.092
H 6.4418 -2.5222 -6.8971 0.0839 -0.0138 -0.0149 0.090
H 7.2509 -0.9535 -7.1143 -0.0506 0.0487 0.0261 0.089
C 6.8132 -0.4257 2.5694 -0.1751 0.0431 -0.0222 -0.349
O 6.9469 -1.4447 1.9152 0.0961 -0.0338 -0.0550 -0.004
N 7.8156 0.2195 3.1962 -0.0470 0.1001 0.0605 -0.198
C 7.5878 1.4345 3.9556 0.1616 -0.1307 -0.1369 -0.053
C 9.1602 -0.3213 3.1038 -0.1874 -0.1146 -0.1068 -0.045
H 5.8345 0.0633 2.7045 0.0184 0.0097 0.0577 0.125
H 8.1776 2.2486 3.5271 -0.0325 0.0703 0.0966 0.087
H 7.8849 1.2850 4.9954 -0.0469 0.1016 0.0247 0.091
H 6.5328 1.7009 3.9243 -0.0242 -0.0750 0.0478 0.068
H 9.4690 -0.3693 2.0587 0.0773 -0.0424 0.0282 0.091
H 9.1813 -1.3324 3.5121 0.0881 -0.0053 -0.0266 0.091
H 9.8502 0.3096 3.6585 -0.0457 0.0427 0.0199 0.083
```
Positions in Å, forces in eV/Å.